[1]
The following is a DFT calculation (wB97M-V/def2-TZVPD) of C14H10F5InN as an isolated structure in a non-equilibrium geometry.

The value obtained for the total energy is -1283.48227 a.u. As for the HOMO-LUMO gap (spin up / spin down): 5.84 / 5.84 eV. The highest occupied orbital energy (spin up / spin down) comes out at -3.26 / -3.26 eV. Its LUMO energy (spin up / spin down) is 2.580 / 2.580 eV. The total charge is -1. The largest force on an atom is 2.84 eV/Å. The energy above the lowest of the compared OMol25 structures with the same formula, charge and spin comes out at 388.8 kJ/mol.

```
31
C14H10F5InN, DFT wB97M-V/def2-TZVPD
C -2.755 0.847 0.590
H 0.594 3.767 -3.217
C 2.301 -0.573 1.455
C -2.632 -0.565 0.427
C 1.430 -3.110 2.123
F -0.497 -2.780 0.813
H -2.663 -1.302 1.226
F 1.017 -4.367 2.387
C 0.665 -2.266 1.305
N 0.358 -0.429 -2.493
H 0.231 1.958 -3.472
C -2.688 0.392 -1.676
C -2.793 1.437 -0.708
C 0.351 2.575 -1.459
C 0.454 2.989 -0.182
H -2.855 1.376 1.537
C 2.663 -2.664 2.599
In 0.117 0.284 -0.602
H -0.401 3.386 0.381
F 3.454 -3.490 3.312
H -2.513 -1.835 -1.426
H 1.423 3.011 0.336
C 1.084 -0.993 0.957
H -2.904 2.497 -0.926
C -2.575 -0.848 -0.974
H -2.712 0.519 -2.755
F 2.796 0.655 1.117
C 3.106 -1.385 2.263
F 4.332 -0.972 2.641
C 0.391 2.785 -2.773
H 1.219 -0.899 -2.808
```

[2]
The following is a DFT calculation (wB97M-V/def2-TZVPD) of a 5-piece molecular cluster, C3H14IO4 overall in a non-equilibrium geometry.

The value obtained for the total energy is -721.45942 a.u. As for the HOMO-LUMO gap: 8.18 eV. The highest occupied orbital energy comes out at -4.82 eV. Its LUMO energy is 3.364 eV. The total charge is -1. The largest force on an atom is 3.08 eV/Å. The energy above the lowest of the compared OMol25 structures with the same formula, charge and spin comes out at 44.3 kJ/mol.

```
22
C3H14IO4, DFT wB97M-V/def2-TZVPD
H 0.268 3.749 -1.236
I 1.622 -1.536 -0.869
C -0.605 1.322 1.047
H 0.192 3.175 1.132
C -0.217 2.807 -0.982
H -0.991 0.501 0.442
H 0.023 2.119 -1.793
H -1.100 -2.359 1.991
O -1.267 -0.793 -2.903
H -0.158 0.873 1.935
C 0.269 2.352 0.420
O -1.239 -2.616 1.080
H -1.530 1.810 1.355
H -1.291 2.982 -1.051
H 1.624 0.832 0.153
H -0.452 -2.319 0.624
H 1.550 -4.951 1.245
H -2.037 -0.725 -2.337
H -0.541 -0.959 -2.301
O 1.655 1.760 0.400
O 2.250 -4.301 1.180
H 1.976 -3.723 0.468
```